{
  "formula": "C17H19BrN7PPd",
  "method": "ωB97M-V/def2-TZVPD",
  "elements": ["P", "C", "H", "N", "H", "N", "Pd", "N", "H", "C", "C", "N", "C", "C", "C", "H", "C", "H", "H", "H", "H", "C", "H", "H", "H", "N", "H", "C", "C", "H", "N", "C", "H", "H", "C", "H", "H", "C", "N", "H", "C", "Br", "H", "C", "C", "C"],
  "coordinates": [[1.6312, 0.7535, 0.7330], [0.1842, 0.1040, 1.6198], [3.9722, -2.4373, -2.1637], [0.1888, -0.2311, 2.9452], [-2.8151, -0.8968, 1.9106], [3.2240, -0.9011, -0.8681], [-0.9199, -0.5707, -1.2707], [0.3858, 1.4506, -1.6939], [-2.8167, 0.3866, -2.9651], [1.2929, -0.0873, 3.8821], [0.7475, 1.7947, -0.4740], [0.3550, 3.0695, -0.1842], [4.4088, -0.0679, -0.7176], [3.1318, -2.0487, -1.6121], [1.8427, -2.4793, -1.4831], [-0.7398, 4.5324, -1.3121], [-2.8130, -0.4590, -2.2898], [5.2167, -0.5071, -1.2948], [4.2224, 0.9379, -1.0907], [1.3737, -3.3430, -1.9256], [2.1702, -0.6254, 3.5296], [0.5029, 3.7488, 1.0918], [0.9912, -0.5046, 4.8389], [1.5371, 3.7035, 1.4282], [4.7117, -0.0092, 0.3257], [1.1393, -1.6157, -0.6882], [-0.6630, 2.5343, -3.2136], [-1.7873, -0.6136, 2.0834], [1.9921, -0.6744, -0.3311], [-1.3303, -1.0413, 4.2279], [-2.1134, -1.5596, -2.7189], [-0.3015, 3.5474, -1.2904], [1.5542, 0.9603, 4.0214], [-3.3622, -3.7891, -0.4706], [-3.8328, -0.5406, -1.2901], [-1.6629, -3.5213, -2.2319], [-4.4315, 0.3277, -1.0574], [-4.0428, -1.7387, -0.6756], [-0.9980, -0.1189, 1.0841], [-0.1393, 3.2966, 1.8476], [-1.0651, -0.6959, 3.2416], [-5.3908, -1.8953, 0.6597], [0.2201, 4.7910, 0.9722], [-2.2697, -2.6712, -1.9430], [-0.2597, 2.5456, -2.2134], [-3.2419, -2.8406, -0.9731]],
  "e_tot_ha": -4085.71861,
  "mol_weight_g_mol": 538.7,
  "lumo_ev": 0.444,
  "relative_energy_kcal_mol": 13.3
}

{
  "formula": "C17H19Cl25F4O2",
  "method": "ωB97M-V/def2-TZVPD",
  "elements": ["C", "C", "H", "F", "H", "H", "Cl", "H", "O", "Cl", "Cl", "H", "Cl", "C", "F", "F", "C", "Cl", "Cl", "H", "C", "Cl", "C", "H", "H", "Cl", "Cl", "F", "H", "Cl", "H", "H", "C", "Cl", "H", "Cl", "Cl", "Cl", "H", "Cl", "O", "C", "H", "Cl", "Cl", "C", "C", "Cl", "H", "Cl", "Cl", "C", "H", "H", "Cl", "C", "Cl", "H", "C", "C", "Cl", "Cl", "H", "C", "Cl", "C", "C"],
  "coordinates": [[0.6731, -0.6371, -1.3963], [-4.3860, -3.4427, 6.1454], [6.0481, 0.7504, -2.5827], [4.5009, 2.4754, -3.0093], [-0.1793, -2.5728, 5.1842], [-7.2632, -0.9911, 4.7871], [4.1640, -0.9362, 0.7751], [2.1884, -2.5317, -3.8484], [6.7230, -1.8211, -3.1647], [-5.4435, -2.0717, 6.4934], [-1.8704, -2.5231, 3.5652], [3.6524, -1.6887, -2.0186], [-3.0250, -3.4699, 7.2647], [4.7246, -2.5772, 1.1298], [1.4651, 1.4461, -3.6071], [4.6814, 1.0375, -4.6382], [-4.1408, 3.5011, 0.2434], [-5.2841, -4.9581, 6.2108], [1.9174, -6.3150, 3.4398], [4.9070, -2.6478, 2.1944], [1.2431, -1.8727, -2.0912], [0.9963, -2.3690, 3.1727], [-6.7852, 7.7915, -1.8537], [3.4351, 0.6528, -1.6031], [2.5611, 1.6638, -5.2869], [0.4905, -0.9692, 0.3646], [-2.5674, 4.7733, -3.3952], [2.5121, 3.2584, -4.1566], [-3.4583, 3.4790, -0.5962], [-0.3749, -0.2982, 4.6757], [1.8568, -2.3852, -1.3636], [-3.9958, -3.3218, 5.1445], [2.5708, 1.9024, -4.2281], [4.7724, -6.1690, 2.9617], [-0.3149, -0.3897, -1.7517], [-5.6859, 4.1474, -0.3157], [-6.3330, 0.3245, 3.0880], [-8.2919, -1.8066, 2.8527], [3.6512, -6.3424, 5.0108], [-3.4466, 4.5381, 1.4889], [4.5370, -1.5706, -3.7931], [-0.3326, -2.0133, 4.2708], [-7.4520, 6.9562, -1.6882], [-8.9289, 0.5938, 4.3585], [-4.3380, 1.8522, 0.8399], [5.3395, 0.0170, -2.2276], [5.6675, -1.2136, -3.0940], [-7.4784, 8.8029, -3.1228], [1.3348, 0.2097, -1.4650], [-0.3780, 5.1173, -1.5217], [-1.3133, 2.4541, -2.1871], [3.8981, 1.4003, -3.5838], [0.4001, -2.5025, -2.3471], [1.5753, -0.9183, -4.0429], [6.2311, -2.9112, 0.2791], [2.0730, -1.5778, -3.3408], [3.4938, -3.7604, 0.6954], [5.4917, -0.3006, -1.1989], [3.4734, -5.7999, 4.0926], [-7.6521, -0.5304, 3.8902], [-5.2177, 7.1519, -2.3455], [3.4413, -4.0733, 4.4674], [-0.3498, 4.0495, -3.6029], [-1.0574, 4.0960, -2.7857], [-6.6474, 8.6901, -0.3427], [3.4729, -1.1427, -2.9486], [3.8272, 0.2898, -2.5412]],
  "e_tot_ha": -12713.88462,
  "mol_weight_g_mol": 1217.7,
  "smiles": "O=C1C[C@@H](C(F)(F)C(F)F)[C@@H](CCCCl)O1.ClC(Cl)Cl.ClC(Cl)Cl.ClC(Cl)Cl.ClC(Cl)Cl.ClC(Cl)Cl.ClC(Cl)Cl.ClC(Cl)Cl.ClC(Cl)Cl",
  "lumo_ev": 0.156
}